(1)
# C4H23B3NOZn

A molecular structure, C4H23B3NOZn (ωB97M-V/def2-TZVPD, the Open Molecules 2025 dataset).

Each line ends with the Löwdin charge.
Cartesian coordinates (Å):
H1 3.37038 -2.32893 -2.25792  -0.09
H2 -0.99412 -1.29873 -3.60972  -0.10
H3 1.44740 0.06064 2.67290  0.08
B1 1.68265 2.21801 -2.98502  -0.40
H4 -1.60732 2.27582 3.31625  0.11
H5 -0.97603 -0.27574 3.06718  0.12
H6 4.27550 -2.87434 -0.77519  -0.06
C1 -0.77790 0.49171 2.31894  -0.40
C2 0.69210 0.84368 2.60604  -0.08
N1 -0.88668 -0.08387 0.91938  0.05
B2 3.42439 -2.34934 -1.18047  -0.41
H7 -0.82156 -2.79006 -4.58918  -0.05
H8 -3.48157 0.84548 4.24977  0.08
H9 -0.25661 -2.73939 -2.97614  -0.09
H10 -4.73849 0.28470 3.18509  0.08
Zn1 1.11293 -0.56218 -1.95718  1.15
H11 0.58643 -1.83499 -4.28019  -0.08
B3 -0.36263 -2.13580 -3.86422  -0.39
H12 1.16957 1.57743 1.95663  0.08
C3 -3.65732 0.38966 3.27538  -0.10
H13 3.51059 -1.30980 -0.90449  -0.10
C4 -1.73451 1.72677 2.38326  -0.11
H14 0.91219 2.06945 -3.72566  -0.09
H15 -1.07078 -1.06222 1.08978  0.07
H16 -3.15135 -0.56817 3.15423  0.07
H17 2.49716 -2.74252 -0.79330  -0.10
H18 1.29927 2.07323 -1.98688  -0.11
H19 -1.83571 0.19915 0.72102  0.05
H20 0.66984 1.33752 3.57750  0.07
O1 -3.14809 1.23197 2.23030  -0.23
H21 1.89214 3.26846 -3.11507  -0.06
H22 2.56236 1.65818 -3.26240  -0.08
H23 -1.60415 2.40435 1.53946  0.13

Calculated values
Charge: -1
Orbital gap, eV: 6.741
2S+1: 1
Lowest unoccupied orbital energy, eV: 0.1
ΔE to the lowest compared entry with this formula, charge and spin, kJ/mol: 695.0
HOMO energy, eV: -6.651

(2)
# C4H23NO10

9 unconnected molecules or ions with the total composition C4H23NO10 (ωB97M-V/def2-TZVPD, the Open Molecules 2025 dataset).

Each line ends with the Mulliken spin population.
Cartesian coordinates (Å):
H1 -1.68130 -2.09672 1.41700  0.00
H2 -3.16107 0.51684 -2.80773  0.00
O1 2.11544 -2.81112 0.52789  0.00
C1 -0.88929 0.64101 0.69847  0.79
O2 -3.56932 0.71770 -1.94149  0.01
H3 -2.34317 3.63144 -1.30137  0.00
O3 3.09736 -0.40673 0.55001  0.00
C2 -0.60428 -2.35088 -1.29346  0.00
H4 -3.00508 -0.68235 1.43141  -0.09
H5 2.79594 -0.31859 1.44749  0.00
H6 3.05534 -0.13660 -1.97103  0.00
O4 2.46292 -0.39064 -2.69345  0.00
H7 0.98466 2.99225 -1.38856  0.00
H8 -2.93576 -2.03235 0.28930  0.00
H9 2.73005 -1.21273 0.45827  0.00
C3 -1.47927 -0.48201 -0.00165  -0.27
N1 -0.35883 -1.30948 -0.48038  0.02
H10 -1.52938 -2.54924 -1.89579  0.00
H11 0.90209 -0.84328 3.13032  0.00
H12 -0.37378 -1.64929 3.06538  0.00
H13 -1.90735 -0.21467 -1.15184  -0.02
H14 -0.93242 3.58425 -0.85722  -0.01
O5 0.44090 -3.02401 -1.49137  0.00
H15 1.09565 3.61319 0.03192  0.00
H16 -3.09828 1.55109 -1.51582  0.00
C4 -2.37209 -1.44019 0.86437  0.25
H17 -1.40607 1.63635 0.66949  0.04
O6 0.15342 0.51898 1.43645  0.24
H18 2.09557 -1.18117 -2.39354  0.00
H19 1.30925 -3.33501 0.30821  0.00
O7 -1.78115 3.21628 -0.70316  0.02
O8 0.80803 3.85054 -0.99994  0.00
H20 2.75120 3.03175 1.04709  0.00
O9 1.87777 3.01263 1.33072  0.00
H21 0.47316 -1.37505 -0.02072  0.01
H22 1.61892 2.03301 1.42249  0.01
H23 2.18413 -3.06620 1.40916  0.00
O10 0.47615 -1.63899 3.37306  0.01

Calculated values
Charge: -1
Orbital gap (spin up / spin down), eV: 4.057 / 7.652
2S+1: 2
Lowest unoccupied orbital energy (spin up / spin down), eV: 3.0 / 3.0
ΔE to the lowest compared entry with this formula, charge and spin, kJ/mol: 273.8
HOMO energy (spin up / spin down), eV: -1.012 / -4.638

(3)
# C4H24B4O2SV

A molecular structure, C4H24B4O2SV (ωB97M-V/def2-TZVPD, the Open Molecules 2025 dataset).

Each line ends with the Mulliken spin population.
Cartesian coordinates (Å):
B1 -0.01650 -1.89014 -0.31594  0.02
H1 -3.11958 -1.24370 0.11351  0.01
H2 -1.34602 0.35869 2.67164  -0.01
H3 0.90286 2.83709 -1.85716  0.00
H4 -1.03336 -1.36106 3.11505  0.01
C1 2.34162 1.27296 -2.65549  0.00
B2 -0.56513 -0.33491 3.08947  0.01
C2 2.69472 -0.06649 -1.96372  0.00
B3 -3.10295 -1.61161 1.18016  0.04
H5 -3.06316 -0.76259 1.92032  0.00
H6 0.27201 1.15864 -1.87441  0.00
B4 -2.39585 1.20706 0.01141  0.03
O1 2.31818 2.63352 0.47064  0.00
O2 0.45522 0.98887 0.61835  0.00
H7 1.88347 -0.76879 -2.16312  0.00
H8 -1.79010 0.51315 -0.65295  -0.02
V1 -1.22850 -0.55462 0.96157  1.97
H9 0.19216 -1.82548 0.79110  -0.01
H10 -3.42327 0.76969 0.29005  0.00
H11 2.53925 -0.65825 0.21722  0.00
H12 -2.17046 -2.22636 1.33279  0.00
H13 3.57165 -0.56546 -2.37851  0.00
H14 0.49103 -2.78272 -0.84505  -0.01
C3 2.80372 0.15969 -0.44707  0.00
H15 -0.11061 -0.04257 4.10754  -0.01
H16 0.22736 -0.39809 2.29653  0.00
H17 -1.79107 1.30179 0.95756  -0.02
S1 1.60972 1.48608 -0.08385  0.00
H18 -1.12854 -2.00493 -0.38241  0.00
H19 -4.05162 -2.25640 1.30886  -0.01
H20 2.10844 1.05348 -3.69550  0.00
H21 3.77421 0.61232 -0.24809  0.00
H22 0.38139 -0.94350 -0.84767  0.01
H23 3.17377 1.97729 -2.62578  0.00
C4 1.16850 1.78187 -1.83578  0.00
H24 -2.57254 2.18550 -0.58131  -0.01

Calculated values
Charge: -1
Orbital gap (spin up / spin down), eV: 7.986 / 8.407
2S+1: 3
Lowest unoccupied orbital energy (spin up / spin down), eV: 2.5 / 2.5
ΔE to the lowest compared entry with this formula, charge and spin, kJ/mol: 0.0
HOMO energy (spin up / spin down), eV: -5.492 / -5.913

(4)
# C4H24B4O2SV

A molecular structure, C4H24B4O2SV (ωB97M-V/def2-TZVPD, the Open Molecules 2025 dataset).

Each line ends with the Mulliken spin population.
Cartesian coordinates (Å):
C1 1.06959 -0.66254 -2.99583  0.00
B1 0.38373 -1.74091 1.38227  0.01
H1 3.25290 1.70838 1.17735  0.00
O1 0.63591 1.97556 -2.93104  0.00
H2 -1.91970 0.62548 1.94828  0.00
H3 2.03934 0.41271 1.08715  -0.02
H4 -1.19879 -1.48600 -1.31740  0.00
H5 0.48297 -2.88631 1.26864  -0.01
H6 0.54571 1.35551 4.47484  0.00
H7 -1.58634 0.45450 -3.58724  0.00
H8 -1.44022 0.33910 0.23488  0.02
H9 1.35253 2.00085 1.42540  -0.02
H10 -1.14074 0.53690 4.16250  0.00
O2 0.52136 0.71712 -0.77165  0.00
H11 -0.61107 -1.51871 1.85275  0.01
C2 -1.29430 -1.20380 -2.37161  0.00
H12 2.28866 1.16530 2.78278  0.02
H13 -2.00445 0.91783 -1.87161  0.00
C3 -1.36570 0.33193 -2.52602  0.00
S1 0.30194 0.75778 -2.20862  0.00
H14 -0.16046 1.49064 2.83553  -0.01
H15 -1.05047 1.95526 1.06494  -0.01
H16 1.85960 -1.04847 -2.35342  0.00
H17 1.26830 -1.40128 1.99654  0.00
H18 -0.28200 -2.02109 -4.13362  0.00
H19 0.36539 -1.32381 0.33906  0.00
V1 0.24156 0.40631 1.41522  1.96
H20 0.33603 -2.67464 -2.78602  0.00
C4 -0.06375 -1.70795 -3.10427  0.00
B2 -1.81239 1.12643 0.94392  -0.01
H21 -2.83870 1.46618 0.53520  -0.01
B3 2.25506 1.36514 1.64817  0.01
H22 -2.23343 -1.67278 -2.66565  0.00
H23 1.53368 -0.38699 -3.93892  0.00
B4 -0.10310 0.77829 3.70934  0.08
H24 0.37137 -0.15193 3.27815  -0.01

Calculated values
Charge: -1
Orbital gap (spin up / spin down), eV: 7.344 / 7.991
2S+1: 3
Lowest unoccupied orbital energy (spin up / spin down), eV: 2.3 / 2.3
ΔE to the lowest compared entry with this formula, charge and spin, kJ/mol: 12.7
HOMO energy (spin up / spin down), eV: -5.088 / -5.738

(5)
# C4H24F12N2O20S4

14 unconnected molecules or ions with the total composition C4H24F12N2O20S4 (ωB97M-V/def2-TZVPD, the Open Molecules 2025 dataset).

Each line ends with the Löwdin charge.
Cartesian coordinates (Å):
H1 -0.99679 7.09591 -1.02019  0.02
S1 -2.78068 1.08490 -2.94918  0.69
H2 -0.75451 2.22338 -8.56235  0.03
F1 0.11892 -1.39898 -0.26643  0.11
O1 1.35585 -7.38962 1.21284  -0.05
F2 1.36498 1.42426 8.03426  0.15
H3 -8.09113 5.61017 -2.53121  0.03
C1 5.66744 0.81069 6.23908  -0.70
O2 -1.79937 -3.90851 -6.39867  -0.05
C2 0.68002 -0.89275 -1.37218  -0.52
O3 -3.11882 2.10847 -1.92347  -0.34
H4 -2.92893 8.23116 -4.77560  0.03
O4 -2.92223 7.83011 -3.90649  -0.05
H5 -0.74885 1.10251 -9.57996  0.02
O5 -0.35888 1.95622 -9.39202  -0.06
H6 -3.81581 7.50992 -3.78304  0.03
H7 -3.54956 -3.55081 -2.25858  0.02
H8 -1.67434 -3.07792 -5.93963  0.03
S2 -0.39961 0.50996 -2.37337  0.60
C3 -4.46034 0.21721 -3.30946  -0.65
F3 6.37161 0.32366 7.27805  0.11
F4 -5.36654 1.16953 -3.65832  0.10
O6 3.58635 2.73446 6.46252  -0.33
O7 1.22660 5.36571 -5.35894  -0.06
H9 -1.90467 -3.66146 -7.31743  0.02
C4 1.47144 0.40700 8.81779  -0.68
H10 0.56878 5.64703 -4.72303  0.03
O8 -7.45539 6.22903 -2.89052  -0.05
F5 6.24400 1.89823 5.79346  0.13
O9 3.80972 -0.25035 10.27037  -0.34
H11 -3.01284 0.59288 1.55306  0.03
N1 -1.83528 -0.28370 -2.44393  -0.30
O10 -2.59077 1.58064 -4.34341  -0.35
O11 1.33760 -4.89672 4.94047  -0.06
H12 -7.65977 6.26771 -3.82484  0.02
O12 0.19923 0.73153 -3.70298  -0.34
F6 -4.32048 -0.55946 -4.38715  0.11
O13 -3.67303 -4.49979 -2.23787  -0.05
F7 0.74200 -0.61453 8.35472  0.13
H13 1.44094 -4.18137 4.31291  0.03
F8 1.80714 -0.34663 -0.83054  0.09
O14 2.97692 0.36816 6.07679  -0.35
F9 5.69963 -0.05764 5.30981  0.19
F10 0.99137 -1.96566 -2.23280  0.05
H14 -2.99973 -0.66800 0.71524  0.01
O15 -0.37738 1.74862 -1.55372  -0.35
H15 6.21916 -4.22162 -0.17391  0.03
O16 -3.16153 -0.35134 1.60394  -0.05
H16 1.68036 -4.54617 5.76257  0.03
O17 3.65207 -1.16575 7.99342  -0.37
S3 3.38351 -0.00833 8.90998  0.51
F11 -4.88403 -0.55100 -2.31007  0.12
H17 0.59581 -7.18697 -2.13386  0.02
H18 2.00169 -8.09320 1.14846  0.02
H19 7.61654 -3.67163 -0.36554  0.03
O18 -0.53434 6.83865 -0.22258  -0.06
H20 1.46298 -7.04592 2.09975  0.03
N2 4.05124 1.29904 8.55434  -0.30
H21 1.76813 4.73696 -4.88183  0.03
H22 0.69233 -8.04543 -3.37708  0.02
O19 7.13207 -4.49193 -0.27270  -0.06
S4 3.83011 1.35404 6.81250  0.72
H23 -4.35283 -4.63901 -1.57854  0.02
H24 -0.63943 5.88817 -0.18023  0.03
O20 0.23097 -7.29002 -3.01277  -0.05
F12 1.19038 0.61631 10.10012  0.12

Calculated values
Charge: -2
Orbital gap, eV: 8.308
2S+1: 1
Lowest unoccupied orbital energy, eV: 3.0
ΔE to the lowest compared entry with this formula, charge and spin, kJ/mol: 98.0
HOMO energy, eV: -5.318

(6)
# C4H26F6O9P

10 unconnected molecules or ions with the total composition C4H26F6O9P (ωB97M-V/def2-TZVPD, the Open Molecules 2025 dataset).

Each line ends with the Löwdin charge.
Cartesian coordinates (Å):
H1 -2.04842 -0.26092 4.64376  0.02
P1 0.03495 -0.20303 -0.00915  0.31
F1 0.98072 0.25822 -1.29497  -0.21
F2 0.90411 0.80385 1.03506  -0.22
H2 -7.57124 -0.07669 -0.20692  0.08
O1 0.58445 -2.63569 5.41225  -0.05
H3 1.25966 -2.30869 6.00671  0.02
O2 0.06964 2.00504 4.19902  -0.05
C1 -5.70382 -1.80639 -0.29587  -0.10
H4 0.52526 3.55249 -3.19932  0.02
H5 -1.13519 -1.03865 -4.11434  0.03
C2 -5.60085 -0.30022 -0.37305  -0.34
F3 -1.01353 1.06871 -0.29614  -0.21
O3 2.52880 0.36747 -4.77306  -0.06
F4 -0.79044 -1.16240 -1.10023  -0.22
H6 0.01155 -1.88357 5.26281  0.01
H7 5.39871 1.44530 0.91715  0.09
H8 0.15610 3.18640 -1.77749  0.02
H9 7.22184 1.75329 -2.14583  0.06
O4 -6.74465 0.28875 0.11682  -0.08
F5 1.08697 -1.35190 0.34278  -0.16
H10 -4.76356 -0.02122 0.26665  0.12
H11 0.11424 -5.15537 1.22209  0.02
H12 -1.38063 -1.87426 -5.35265  0.03
H13 -5.76219 -2.19416 0.72115  0.07
O5 -2.71283 -0.59564 5.24605  -0.05
H14 4.77284 1.04624 -1.18699  0.11
O6 -0.85676 -1.14360 -5.02412  -0.05
H15 6.84226 3.33021 -1.68302  0.06
H16 0.22961 1.92381 3.25879  0.02
H17 0.30944 -3.73706 1.71421  0.02
H18 4.70607 2.78062 -0.68065  0.11
C3 5.34435 1.91611 -0.86323  -0.33
F6 -0.99439 -0.77000 1.21344  -0.22
H19 -6.53589 -2.35443 -0.73793  0.06
H20 2.59085 0.47867 -3.82437  0.02
O7 6.07669 1.56586 0.24827  -0.07
H21 1.58916 0.37954 -4.95516  0.01
O8 0.50155 3.90352 -2.30913  -0.06
H22 0.93704 1.93233 4.59720  0.03
O9 0.14918 -4.62946 2.02110  -0.05
H23 5.90252 2.42455 -2.95916  0.06
H24 -4.81378 -2.32717 -0.64901  0.07
H25 -5.46680 0.14516 -1.35883  0.11
C4 6.35932 2.39610 -1.96991  -0.08
H26 -3.29273 -1.12169 4.69539  0.03

Calculated values
Charge: -1
Orbital gap, eV: 10.788
2S+1: 1
Lowest unoccupied orbital energy, eV: 2.6
ΔE to the lowest compared entry with this formula, charge and spin, kJ/mol: 75.0
HOMO energy, eV: -8.222

(7)
# C4H26HgO10

A molecular structure, C4H26HgO10 (ωB97M-V/def2-TZVPD, the Open Molecules 2025 dataset).

Each line ends with the Löwdin charge.
Cartesian coordinates (Å):
H1 1.25963 3.76706 0.76332  -0.02
H2 -0.65524 -3.11029 2.78824  0.10
C1 0.30038 -2.58611 2.79964  -0.43
Hg1 1.16134 0.82715 2.77932  1.22
O1 -0.05310 0.45595 -4.26983  -0.03
H3 0.36092 3.34164 -3.11295  0.01
H4 1.13428 -3.21602 4.81574  0.07
O2 -0.01952 -1.24909 3.15460  -0.38
O3 -2.08444 2.17937 -0.80166  -0.04
O4 0.72670 1.56998 0.60403  -0.42
H5 -4.29806 0.63469 -0.03392  0.06
H6 3.55141 -0.91890 2.49884  0.06
O5 -2.29860 -0.45429 -2.94769  -0.06
C2 1.09149 0.79070 -0.52686  -0.37
H7 -2.15815 -0.15936 -2.04796  -0.03
H8 1.23246 -4.35061 3.44634  0.07
H9 1.21001 1.46383 -1.37595  0.09
H10 2.26098 -2.95439 3.41789  0.04
O6 -3.72351 -0.04715 -0.38209  -0.04
H11 -1.28951 2.08918 -0.27612  0.01
O7 -0.17144 3.83200 -2.48656  -0.04
H12 -0.84549 -0.20564 -0.54501  0.05
H13 0.18204 -0.61690 -1.93852  0.06
C3 1.27885 -3.30160 3.73876  -0.09
H14 -2.52855 1.33623 -0.71169  -0.03
H15 -4.27980 -0.54829 -0.97845  0.07
C4 0.17246 -0.42801 -0.86506  -0.08
H16 0.51110 -1.39098 -0.48281  0.06
O8 3.20011 -0.11982 2.10603  -0.12
H17 2.64520 4.37128 0.84713  0.02
H18 0.59081 -0.22727 -4.45645  0.06
H19 -1.01184 -2.16253 -0.23642  -0.04
H20 0.41872 1.27622 -4.41396  0.05
O9 1.72303 4.56624 1.01393  -0.06
H21 0.53049 -2.70497 1.74085  0.08
H22 2.04573 0.29495 -0.34867  0.07
H23 -0.66312 3.16126 -2.01264  -0.01
H24 -1.51911 -0.16241 -3.42037  -0.03
H25 3.89348 0.18469 1.52059  0.07
O10 -1.75039 -2.75536 -0.09735  -0.05
H26 -2.13189 -2.47261 0.73376  0.03

Calculated values
Orbital gap, eV: 6.246
2S+1: 1
Lowest unoccupied orbital energy, eV: -2.7
ΔE to the lowest compared entry with this formula, charge and spin, kJ/mol: 0.0
HOMO energy, eV: -8.966

(8)
# C4H26N2O7

8 unconnected molecules or ions with the total composition C4H26N2O7 (ωB97M-V/def2-TZVPD, the Open Molecules 2025 dataset).

Each line ends with the Löwdin charge.
Cartesian coordinates (Å):
C1 -0.87074 -1.39316 2.44749  -0.28
H1 -1.19489 3.29352 2.43032  0.05
H2 1.89839 -2.93247 -0.64647  0.02
O1 -1.03666 3.15342 1.49039  -0.09
O2 -1.59745 1.71662 -2.82812  -0.07
H3 -0.36172 2.44584 1.37342  0.01
H4 -0.58217 -0.12678 -0.41417  0.10
H5 0.26467 0.84275 -3.52074  0.00
H6 -1.70266 2.16163 -1.96807  0.01
C2 0.40169 0.09156 -0.02258  -0.26
H7 -1.75155 -1.49736 3.10755  0.11
H8 -1.58977 0.69948 2.54867  0.10
H9 -1.73234 -0.16906 0.99831  0.10
N1 0.17220 0.61619 1.35394  -0.08
H10 -1.34586 2.48040 -3.38273  0.07
H11 1.52376 -2.66619 -3.02232  0.07
H12 3.27248 -0.28355 1.95421  0.06
H13 0.05891 -2.59998 1.16389  0.03
H14 0.71347 -1.80270 -2.04219  0.04
C3 -1.09734 0.00323 1.86818  -0.21
H15 0.71615 1.16612 -1.95593  0.02
H16 0.71980 2.13030 -0.69584  0.07
H17 2.15956 1.17593 -0.82766  0.08
H18 2.47458 -1.47702 1.45123  0.00
H19 -3.42235 2.93677 -0.57049  0.04
H20 -2.34431 3.65748 0.20280  0.00
H21 -1.27855 -3.26780 1.78858  0.07
O3 1.94777 -3.01004 0.33837  -0.09
H22 -0.01454 -1.44613 3.13191  0.11
O4 0.77916 0.05241 -3.76999  -0.08
C4 1.07167 1.11160 -0.91903  -0.08
H23 0.07625 -0.30495 -4.33656  0.06
O5 -2.69853 3.56173 -0.69598  -0.07
H24 0.92915 0.36448 1.97970  0.07
O6 1.07890 -2.69408 -2.16541  -0.05
O7 2.54289 -0.87387 2.21260  -0.07
N2 -0.91832 -2.40496 1.38750  0.02
H25 1.02019 -0.80146 -0.01736  0.07
H26 1.71812 -3.90989 0.57256  0.06

Calculated values
Orbital gap, eV: 9.243
2S+1: 1
Lowest unoccupied orbital energy, eV: 0.5
ΔE to the lowest compared entry with this formula, charge and spin, kJ/mol: 88.4
Structure (SMILES): CCNCCN.O.O.O.O.O.O.O
HOMO energy, eV: -8.735